(1)
The following is a quantum chemistry calculation of a single C15H35B3N2O9S molecule, from the OMol25 dataset.

Computed properties:
HOMO energy = -8.49 eV
total charge = 0
DFT total energy = -50399.6898 eV
multiplicity = 1
orbital gap = 8.7 eV
maximum force = 0.9 eV/Å

Each atom is followed by the atoms it is bonded to, with distances in Å.
Positions of all 65 atoms, in Å:
1 C -1.57 -3.01 1.41  C2 1.541, H31 1.090, H32 1.090, H33 1.093
2 C -0.22 -2.93 0.68  C1 1.541, N3 1.471, H34 1.091, H35 1.095
3 N 0.05 -1.63 0.06  C2 1.471, C4 1.486, H36 1.011
4 C 1.17 -0.81 0.60  N3 1.486, B5 1.608, C8 1.542, C22 1.564
5 B 0.87 -0.56 2.16  C4 1.608, C6 1.582, O7 1.384
6 C -0.41 0.22 2.65  B5 1.582, H37 1.092, H38 1.100, H39 1.091
7 O 1.70 -1.11 3.12  B5 1.384, H40 0.966
8 C 2.46 -1.64 0.45  C4 1.542, B9 1.611, O12 1.451, H41 1.090
9 B 2.79 -2.38 -0.94  C8 1.611, N10 1.448, O11 1.366
10 N 3.23 -3.76 -0.85  B9 1.448, H42 1.012, H43 1.014
11 O 2.74 -1.72 -2.14  B9 1.366, H44 0.965
12 O 3.58 -0.91 1.01  C8 1.451, S13 1.609
13 S 4.54 -0.07 0.03  O12 1.609, O14 1.439, O15 1.647
14 O 5.48 0.54 0.93  S13 1.439
15 O 3.49 1.09 -0.49  S13 1.647, C16 1.413
16 C 2.30 1.51 0.15  O15 1.413, O17 1.432, C18 1.530, C22 1.537
17 O 2.53 1.62 1.56  C16 1.432, H45 0.966
18 C 2.04 2.91 -0.40  C16 1.530, B19 1.590, H46 1.093, H47 1.096
19 B 3.00 4.01 0.23  C18 1.590, O20 1.365, O21 1.379
20 O 4.33 3.78 0.41  B19 1.365, H48 0.964
21 O 2.51 5.25 0.57  B19 1.379, H49 0.962
22 C 1.11 0.58 -0.13  C4 1.564, C16 1.537, C23 1.546, H50 1.099
23 C 0.78 0.52 -1.64  C22 1.546, C24 1.550, H51 1.084, H52 1.090
24 C -0.51 1.28 -2.05  C23 1.550, C25 1.536, H53 1.093, H54 1.096
25 C -1.62 0.39 -2.62  C24 1.536, C26 1.539, H55 1.092, H56 1.095
26 C -2.58 -0.19 -1.57  C25 1.539, C27 1.519, H57 1.092, H58 1.098
27 C -4.04 0.12 -1.85  C26 1.519, O28 1.418, H59 1.095, H60 1.097
28 O -4.90 -0.63 -1.00  C27 1.418, C29 1.415
29 C -5.60 0.13 -0.04  O28 1.415, C30 1.522, H61 1.090, H62 1.098
30 C -4.70 0.73 1.03  C29 1.522, H63 1.093, H64 1.092, H65 1.091
31 H -2.12 -3.91 1.12  C1 1.090
32 H -1.45 -3.04 2.49  C1 1.090
33 H -2.21 -2.16 1.15  C1 1.093
34 H 0.58 -3.22 1.37  C2 1.091
35 H -0.22 -3.70 -0.11  C2 1.095
36 H -0.80 -1.08 0.10  N3 1.011
37 H -1.18 0.40 1.90  C6 1.092
38 H -0.08 1.20 3.00  C6 1.100
39 H -0.85 -0.27 3.53  C6 1.091
40 H 2.49 -0.59 3.32  O7 0.966
41 H 2.37 -2.46 1.16  C8 1.090
42 H 2.53 -4.41 -0.53  N10 1.012
43 H 3.62 -4.12 -1.71  N10 1.014
44 H 2.85 -2.30 -2.90  O11 0.965
45 H 1.68 1.84 1.96  O17 0.966
46 H 2.16 2.93 -1.49  C18 1.093
47 H 0.99 3.17 -0.19  C18 1.096
48 H 4.67 4.12 1.24  O20 0.964
49 H 1.56 5.33 0.43  O21 0.962
50 H 0.27 1.11 0.34  C22 1.099
51 H 0.69 -0.51 -1.95  C23 1.084
52 H 1.62 0.93 -2.20  C23 1.090
53 H -0.25 2.02 -2.81  C24 1.093
54 H -0.91 1.84 -1.20  C24 1.096
55 H -1.16 -0.43 -3.19  C25 1.092
56 H -2.20 0.97 -3.34  C25 1.095
57 H -2.46 -1.27 -1.47  C26 1.092
58 H -2.33 0.23 -0.59  C26 1.098
59 H -4.28 -0.14 -2.89  C27 1.095
60 H -4.22 1.19 -1.72  C27 1.097
61 H -6.31 -0.55 0.41  C29 1.090
62 H -6.15 0.94 -0.55  C29 1.098
63 H -5.32 1.13 1.83  C30 1.093
64 H -4.09 1.55 0.66  C30 1.092
65 H -4.06 -0.04 1.47  C30 1.091

Computed Löwdin charges, given in elementary charges: number 1, C, carries -0.058; number 2, C, carries -0.231; number 3, N, carries 0.033; number 4, C, carries -0.271; number 5, B, carries -0.466; number 6, C, carries 0.018; number 7, O, carries 0.136; number 8, C, carries -0.179; number 9, B, carries -0.597; number 10, N, carries 0.189; number 11, O, carries 0.154; number 12, O, carries -0.277; number 13, S, carries 0.985; number 14, O, carries -0.358; number 15, O, carries -0.223; number 16, C, carries -0.509; number 17, O, carries 0.046; number 18, C, carries 0.022; number 19, B, carries -0.632; number 20, O, carries 0.183; number 21, O, carries 0.165; number 22, C, carries -0.146; number 23, C, carries -0.126; number 24, C, carries -0.178; number 25, C, carries -0.184; number 26, C, carries -0.184; number 27, C, carries -0.232; number 28, O, carries -0.153; number 29, C, carries -0.274; number 30, C, carries -0.081; number 31, H, carries 0.071; number 32, H, carries 0.075; number 33, H, carries 0.061; number 34, H, carries 0.110; number 35, H, carries 0.107; number 36, H, carries 0.068; number 37, H, carries 0.051; number 38, H, carries 0.075; number 39, H, carries 0.076; number 40, H, carries 0.123; number 41, H, carries 0.125; number 42, H, carries 0.079; number 43, H, carries 0.074; number 44, H, carries 0.113; number 45, H, carries 0.098; number 46, H, carries 0.131; number 47, H, carries 0.120; number 48, H, carries 0.121; number 49, H, carries 0.094; number 50, H, carries 0.123; number 51, H, carries 0.092; number 52, H, carries 0.113; number 53, H, carries 0.106; number 54, H, carries 0.103; number 55, H, carries 0.113; number 56, H, carries 0.106; number 57, H, carries 0.114; number 58, H, carries 0.088; number 59, H, carries 0.126; number 60, H, carries 0.125; number 61, H, carries 0.118; number 62, H, carries 0.117; number 63, H, carries 0.077; number 64, H, carries 0.069; number 65, H, carries 0.069

---

(2)
The following is a quantum chemistry calculation of 3 unconnected molecules or ions with the total composition C15H35BBr2NO11P2, from the OMol25 dataset.

Computed properties:
HOMO energy = -4.41 eV
total charge = -1
DFT total energy = -199473.8920 eV
multiplicity = 1
orbital gap = 4.1 eV
maximum force = 8.0 eV/Å

Each atom is followed by the atoms it is bonded to, with distances in Å.
Positions of all 67 atoms, in Å:
1 C 3.17 0.76 3.48  C2 1.574, H17 1.110, H18 1.101, H19 1.108
2 C 1.98 0.67 2.46  C1 1.574, C3 1.548, H20 1.101, H21 1.101
3 C 2.46 0.06 1.13  C2 1.548, Br4 1.987, C5 1.571, H22 1.110
4 Br 3.12 -1.80 1.36  C3 1.987
5 C 1.43 0.18 -0.05  C3 1.571, C6 1.577, O16 1.414, H23 1.117
6 C 0.85 -1.12 -0.74  C5 1.577, O7 1.422, H24 1.113, H25 1.113
7 O -0.47 -0.71 -1.11  C6 1.422, B8 1.472
8 B -0.96 0.40 -0.28  O7 1.472, C9 1.668, C12 1.648, O16 1.513
9 C -1.12 1.88 -1.03  B8 1.668, N10 1.485, H26 1.122, H27 1.110
10 N -2.51 2.41 -0.96  C9 1.485, C11 1.465, H28 1.014
11 C -2.59 3.87 -1.01  N10 1.465, H29 1.110, H30 1.109, H31 1.115
12 C -2.11 0.10 0.86  B8 1.648, C13 1.529, H32 1.099, H33 1.110
13 C -3.46 -0.39 0.34  C12 1.529, O14 1.164, Br15 1.978
14 O -4.44 0.07 0.76  C13 1.164
15 Br -3.62 -1.82 -1.02  C13 1.978
16 O 0.26 0.64 0.59  C5 1.414, B8 1.513
17 H 3.77 1.68 3.28  C1 1.110
18 H 3.82 -0.12 3.45  C1 1.101
19 H 2.77 0.91 4.50  C1 1.108
20 H 1.63 1.71 2.34  C2 1.101
21 H 1.20 0.02 2.89  C2 1.101
22 H 3.35 0.65 0.83  C3 1.110
23 H 1.68 0.90 -0.86  C5 1.117
24 H 0.72 -2.01 -0.09  C6 1.113
25 H 1.40 -1.50 -1.62  C6 1.113
26 H -0.71 1.87 -2.07  C9 1.122
27 H -0.49 2.61 -0.47  C9 1.110
28 H -3.12 1.97 -1.64  N10 1.014
29 H -3.44 4.25 -1.62  C11 1.110
30 H -1.65 4.36 -1.34  C11 1.109
31 H -2.78 4.22 0.03  C11 1.115
32 H -2.27 1.04 1.42  C12 1.099
33 H -1.70 -0.71 1.49  C12 1.110
34 C 7.97 -6.65 4.72  O35 1.417, H42 1.091, H43 1.088, H44 1.092
35 O 8.40 -5.31 4.81  C34 1.417, P36 1.686
36 P 7.58 -4.08 3.99  O35 1.686, O37 1.508, O38 1.629, O40 1.674
37 O 6.48 -4.91 3.40  P36 1.508
38 O 8.85 -3.86 3.00  P36 1.629, C39 1.418
39 C 9.19 -4.87 2.06  O38 1.418, H45 1.092, H46 1.092, H47 1.089
40 O 6.97 -2.57 3.59  P36 1.674, C41 1.425
41 C 6.43 -2.41 2.28  O40 1.425, H48 1.088, H49 1.091, H50 1.091
42 H 7.06 -6.80 5.31  C34 1.091
43 H 7.80 -6.96 3.69  C34 1.088
44 H 8.76 -7.27 5.14  C34 1.092
45 H 8.30 -5.34 1.65  C39 1.092
46 H 9.83 -5.62 2.53  C39 1.092
47 H 9.74 -4.40 1.25  C39 1.089
48 H 5.40 -2.76 2.25  C41 1.088
49 H 7.02 -2.92 1.52  C41 1.091
50 H 6.43 -1.34 2.05  C41 1.091
51 C -5.69 1.27 -3.45  O52 1.422, H59 1.090, H60 1.088, H61 1.091
52 O -6.94 1.18 -4.12  C51 1.422, P53 1.680
53 P -7.59 2.50 -4.93  O52 1.680, O54 1.509, O55 1.627, O57 1.682
54 O -6.46 3.48 -4.71  P53 1.509
55 O -8.79 2.62 -3.83  P53 1.627, C56 1.421
56 C -8.48 3.01 -2.50  O55 1.421, H62 1.091, H63 1.091, H64 1.090
57 O -8.47 3.44 -6.02  P53 1.682, C58 1.416
58 C -8.61 4.82 -5.73  O57 1.416, H65 1.089, H66 1.090, H67 1.092
59 H -4.87 1.28 -4.17  C51 1.090
60 H -5.63 2.14 -2.80  C51 1.088
61 H -5.59 0.38 -2.83  C51 1.091
62 H -7.70 3.77 -2.48  C56 1.091
63 H -8.18 2.15 -1.91  C56 1.091
64 H -9.39 3.43 -2.06  C56 1.090
65 H -7.73 5.36 -6.07  C58 1.089
66 H -8.79 5.00 -4.67  C58 1.090
67 H -9.48 5.18 -6.29  C58 1.092

Computed Löwdin charges, given in elementary charges: number 1, C, carries -0.136; number 2, C, carries -0.272; number 3, C, carries -0.560; number 4, Br, carries 0.756; number 5, C, carries -0.317; number 6, C, carries -0.192; number 7, O, carries -0.070; number 8, B, carries -0.831; number 9, C, carries -0.116; number 10, N, carries -0.143; number 11, C, carries -0.162; number 12, C, carries -0.053; number 13, C, carries -0.811; number 14, O, carries 0.009; number 15, Br, carries 0.629; number 16, O, carries -0.113; number 17, H, carries 0.067; number 18, H, carries 0.026; number 19, H, carries 0.065; number 20, H, carries 0.118; number 21, H, carries 0.109; number 22, H, carries 0.092; number 23, H, carries 0.153; number 24, H, carries 0.089; number 25, H, carries 0.115; number 26, H, carries 0.099; number 27, H, carries 0.098; number 28, H, carries 0.084; number 29, H, carries 0.064; number 30, H, carries 0.065; number 31, H, carries 0.067; number 32, H, carries 0.111; number 33, H, carries 0.120; number 34, C, carries -0.135; number 35, O, carries -0.277; number 36, P, carries 0.682; number 37, O, carries -0.280; number 38, O, carries -0.268; number 39, C, carries -0.115; number 40, O, carries -0.289; number 41, C, carries -0.146; number 42, H, carries 0.089; number 43, H, carries 0.080; number 44, H, carries 0.091; number 45, H, carries 0.088; number 46, H, carries 0.085; number 47, H, carries 0.090; number 48, H, carries -0.007; number 49, H, carries 0.084; number 50, H, carries 0.091; number 51, C, carries -0.115; number 52, O, carries -0.267; number 53, P, carries 0.678; number 54, O, carries -0.286; number 55, O, carries -0.271; number 56, C, carries -0.107; number 57, O, carries -0.296; number 58, C, carries -0.134; number 59, H, carries 0.095; number 60, H, carries 0.079; number 61, H, carries 0.083; number 62, H, carries 0.088; number 63, H, carries 0.091; number 64, H, carries 0.088; number 65, H, carries 0.085; number 66, H, carries 0.081; number 67, H, carries 0.088